{"formula": "C46H125N11O12", "method": "ωB97M-V/def2-TZVPD", "total_charge": 0, "homo_lumo_gap_ev": 8.5, "energy_ha": -3332.4970, "e_above_lowest_kcal_mol": 0.0, "symbols": ["O", "O", "O", "O", "O", "O", "O", "O", "O", "O", "O", "O", "N", "N", "N", "N", "N", "N", "N", "N", "N", "N", "N", "C", "C", "C", "C", "C", "C", "C", "C", "C", "C", "C", "C", "C", "C", "C", "C", "C", "C", "C", "C", "C", "C", "C", "C", "C", "C", "C", "C", "C", "C", "C", "C", "C", "C", "C", "C", "C", "C", "C", "C", "C", "C", "C", "C", "C", "C", "H", "H", "H", "H", "H", "H", "H", "H", "H", "H", "H", "H", "H", "H", "H", "H", "H", "H", "H", "H", "H", "H", "H", "H", "H", "H", "H", "H", "H", "H", "H", "H", "H", "H", "H", "H", "H", "H", "H", "H", "H", "H", "H", "H", "H", "H", "H", "H", "H", "H", "H", "H", "H", "H", "H", "H", "H", "H", "H", "H", "H", "H", "H", "H", "H", "H", "H", "H", "H", "H", "H", "H", "H", "H", "H", "H", "H", "H", "H", "H", "H", "H", "H", "H", "H", "H", "H", "H", "H", "H", "H", "H", "H", "H", "H", "H", "H", "H", "H", "H", "H", "H", "H", "H", "H", "H", "H", "H", "H", "H", "H", "H", "H", "H", "H", "H", "H", "H", "H", "H", "H", "H", "H", "H", "H"], "xyz": [[-3.61878, 4.14950, -3.86228], [-1.32072, -1.29038, -1.40011], [-3.47588, -0.84111, 4.42239], [1.47567, 2.28539, -1.95638], [3.39890, -6.39055, 0.07752], [0.84202, -2.59843, -3.83728], [-3.54287, -4.79006, -0.43779], [2.39988, 0.62600, 3.23179], [6.27398, -1.42669, -2.80529], [-1.59366, 6.56859, 0.10226], [-5.28348, 1.46507, -1.14325], [2.92086, 6.64240, 3.36265], [-5.07787, -1.99571, 6.46011], [-4.42439, 4.48156, -1.21211], [1.20241, -1.74490, 4.23908], [3.52594, 0.28812, -1.01501], [1.68718, -1.08750, 0.82831], [-0.82302, -7.26852, -0.90016], [0.45016, 5.73514, -0.98361], [1.80357, -5.88559, -2.24059], [-4.55838, 1.37843, -3.96175], [1.01344, 4.81859, 4.57893], [2.65210, -3.97677, 1.24032], [-2.24132, 3.73870, -0.52406], [-3.13727, 1.73219, -3.95137], [-2.92662, 3.12337, -4.56868], [-3.25135, 4.85016, -0.39225], [3.02610, -0.13273, 4.25007], [-5.98901, 0.01509, 5.65661], [0.47476, 3.83835, 2.47752], [-4.78452, 0.15811, -3.17877], [2.02006, 5.19848, -2.70224], [0.78605, 4.69760, -1.96189], [3.99781, -4.13195, 0.66281], [1.86495, -4.49678, -2.66153], [-1.11442, 7.86015, -0.22156], [0.00225, -1.42947, -0.90521], [7.07328, -2.56275, -2.48961], [-2.35622, -1.82326, -0.56407], [-6.66988, 1.40901, -1.32563], [0.74177, -3.97689, -3.56811], [-2.55163, -0.67552, 3.37009], [-5.68912, -1.43272, 5.24945], [0.44413, 1.82228, -2.81683], [0.26822, -0.93714, 0.50683], [2.81042, -7.37732, 0.92563], [4.40548, -5.62784, 0.73469], [-4.75344, -4.57768, -1.14174], [4.92442, -3.16077, 1.42467], [-2.69136, 6.22079, -0.76373], [2.66661, -1.71417, 6.18293], [-3.47264, 5.43282, -4.42100], [4.25715, 6.28271, 3.00393], [1.12416, 3.41309, -1.20177], [4.36832, -0.10010, -2.15451], [3.33311, 1.46424, 2.52498], [3.27143, -4.35685, -3.23002], [5.61002, -0.87537, -1.68832], [-4.62416, 0.28934, -1.64888], [-2.67512, -5.66082, -1.15977], [4.75512, 1.19257, -2.86421], [1.99735, -0.86844, 5.10458], [-4.67959, -1.51145, 4.10563], [1.55310, 4.55767, 3.24513], [-0.27985, -2.14620, -4.53621], [-0.02269, 0.57551, 0.50120], [1.97760, 5.89329, 2.60957], [-0.70713, -5.22434, 0.36964], [-1.64026, -6.24658, -0.20948], [-5.24936, 0.52151, 6.27053], [3.05384, -0.53309, -0.58817], [-1.66808, -0.23881, 3.84526], [-3.29937, -6.43304, -1.62190], [4.49165, -5.92360, 1.78307], [-1.22388, -4.52575, 1.03454], [0.65762, -0.97226, -1.64753], [-1.47078, -7.99502, -1.20252], [2.05835, -6.90679, 1.56519], [-2.22295, -6.72135, 0.58798], [0.90772, -6.23076, -1.92827], [-5.08949, -0.59109, -1.20076], [-6.36845, 0.55993, 4.79070], [0.05229, 0.90078, 1.54268], [-5.51979, -4.15643, -0.49094], [3.92788, 1.87396, -3.07535], [-2.56346, 1.01667, -4.54339], [0.12051, 2.61395, -3.49798], [-2.90652, 0.17784, 2.78361], [4.00654, -3.76722, -0.36317], [4.38198, 6.49538, 1.93924], [-1.19566, -2.52063, -4.05913], [-4.59989, -3.83656, -1.93212], [-0.24931, -2.58373, -5.54178], [0.07484, -5.61997, 1.02009], [-0.35659, -7.76082, -0.14119], [-0.21853, -4.29363, -3.13756], [4.76579, -2.09079, 1.32248], [2.22428, -8.02094, 0.26788], [-1.39243, 3.97418, 0.13006], [0.80668, 3.49654, 1.49116], [-1.74011, 8.62982, 0.23817], [0.24341, -2.50182, -0.93474], [3.33101, -4.92765, -4.15867], [-7.17683, 0.49543, -0.99749], [5.40216, -5.72641, 0.29546], [-2.65607, 1.78305, -2.96833], [3.57100, -3.32594, -3.41776], [2.10734, -4.64373, 0.69613], [-2.20909, -5.15802, -2.01572], [-3.71622, 4.97459, 0.58958], [-0.35655, 1.40998, -2.19886], [1.89393, 3.64720, -0.46196], [6.29226, -0.22732, -1.12391], [-0.07750, 8.02554, 0.06739], [2.76827, 0.83097, -1.41965], [-5.81131, -0.17935, -3.34887], [-0.05178, 4.63612, -2.66428], [1.87306, 6.10851, -3.28403], [7.79104, -2.64942, -3.30442], [-5.19504, -1.03818, 3.25734], [1.87967, -2.09293, 0.94211], [7.67981, -2.28116, -1.62198], [0.67126, 1.12864, -0.13135], [-2.33833, 6.23597, -1.80169], [-1.02418, 0.87190, 0.18317], [-1.13248, 7.99835, -1.30856], [1.16304, 6.61785, 2.55931], [2.93656, -1.12030, 7.05550], [-2.73049, -1.21290, 0.26081], [2.64790, 2.10333, 1.97233], [0.38208, 6.62038, -1.48322], [-3.43787, 7.00636, -0.62387], [-3.15003, -1.97682, -1.29638], [0.97365, 4.00788, 5.18081], [0.70669, -4.53391, -4.51599], [3.69152, -0.89703, 3.83324], [-5.07607, 2.16421, -3.58596], [3.95917, 2.10931, 3.14757], [-7.13025, 2.18826, -0.71506], [3.56435, -7.94844, 1.46375], [5.96077, -3.34714, 1.11752], [-1.88435, 3.46252, -4.51988], [4.01030, 0.91668, 1.86758], [-2.19024, -2.82222, -0.15618], [1.99851, -0.66884, 1.70122], [-4.08230, 4.34821, -2.16987], [-0.55569, 5.59903, -0.86095], [-3.94428, 5.45973, -5.40984], [-4.59229, -2.87543, 6.31971], [0.90554, 1.10900, -3.50108], [2.52591, -6.11117, -1.56378], [5.02672, -3.43635, 2.47976], [-4.18076, -0.65697, -3.58175], [1.25867, -0.27117, 5.65260], [1.98222, -2.48518, 6.54508], [-0.47355, -1.07654, -4.61016], [3.82576, -0.82039, -2.77895], [-2.40915, 5.67715, -4.50242], [0.62173, -1.12914, 3.67623], [-4.45978, -2.54158, 3.80735], [-0.28023, -4.59115, -0.41043], [2.87855, 5.34442, -2.04436], [2.33549, 5.67599, 1.59817], [0.54132, -2.23514, 4.83325], [5.16581, 1.01138, -3.86101], [1.74145, -3.83157, -1.79156], [-0.37473, 4.48022, 2.22488], [5.00504, 6.82768, 3.57510], [-3.54858, 0.26837, -1.48999], [0.31306, 3.11310, -0.52049], [4.38080, 5.21115, 3.18148], [-6.94842, 1.62315, -2.36196], [-3.24680, 3.16951, -5.61472], [-3.99226, 6.23826, -3.90388], [-0.00382, 2.97038, 2.93374], [-6.56453, -2.05069, 5.04983], [-5.14282, -5.51755, -1.53881], [3.99625, -4.80852, -2.55718], [2.40918, 3.88022, 3.33599], [-6.85152, -0.02483, 6.32924], [-4.72955, 3.57108, -0.89988], [-4.33551, -1.36832, 6.74780], [-2.55236, 2.70827, -0.35380], [-0.32901, -1.54061, 1.20068], [5.47574, 1.75788, -2.27151], [5.28793, -1.66454, -1.01958], [-2.17785, -1.53099, 2.80471], [3.50886, -2.28495, 5.78588], [6.47680, -3.45762, -2.33818], [1.55404, 5.52819, 5.05897], [2.61272, -4.34213, 2.18707], [3.60930, 0.52140, 4.90723], [-1.77872, 3.69718, -1.51709], [2.34298, 4.39888, -3.37661]], "atomic_forces_ev_per_a": [[-0.8054, -0.2204, 0.4375], [-0.3323, 0.3610, 1.0969], [-0.2368, -0.7874, 0.4352], [0.5177, 0.2190, -0.7223], [0.8524, -0.4378, 0.7295], [0.3711, 0.4217, 0.9910], [-0.0817, -0.4070, -0.0426], [0.9577, 0.1423, 0.4804], [-0.1201, -0.3624, -0.3147], [-1.1363, 0.3999, 0.2943], [0.9576, -0.9531, 0.0666], [1.0116, -0.3359, 0.1068], [0.2139, -0.3373, 0.7967], [0.2505, 1.1449, -0.6173], [-0.1536, -0.0886, -0.2896], [0.1071, -0.9060, 0.0715], [0.0883, -1.4879, -0.4499], [-0.6910, -0.4290, 0.3653], [-0.8206, -0.8224, -0.6498], [-0.7821, -0.3959, -0.8888], [0.9453, -0.5210, 0.3023], [-0.1089, 0.7302, 0.4223], [-0.3107, -0.5825, -1.0991], [1.8333, 0.3907, 0.5989], [-0.0193, 1.4244, -0.2821], [0.2659, 0.6968, -0.2778], [-1.5241, -0.5532, -0.2785], [-0.4921, 0.0719, 0.7273], [-2.0732, -0.5702, -0.2486], [-0.7949, 0.0275, -1.7115], [-1.3414, 0.2585, -0.0548], [0.4822, -1.1819, -0.6885], [1.4032, 1.2147, -0.1436], [0.0960, 0.8445, 1.5907], [0.5877, 0.7496, 0.8255], [-0.3445, 0.3482, -0.1635], [0.3972, -1.4358, -0.1733], [0.4281, 1.6879, -0.0658], [-0.2213, -0.5797, -1.1142], [-0.9149, 0.7381, 0.0242], [0.0215, -1.7048, -0.7886], [0.3795, 1.7925, 0.7453], [2.3595, 0.0152, 1.4516], [0.6884, 0.3862, -0.1387], [0.3676, 1.5777, -0.6395], [-0.5956, 0.3660, -0.9872], [0.1659, 1.4583, -0.0643], [0.0892, 0.4142, 0.0789], [1.5185, -1.4932, 0.2026], [-0.0398, 0.2253, 0.6600], [0.0279, -0.3910, -0.1117], [0.0381, -0.0848, -1.0501], [-0.7095, -0.3227, -0.0989], [-1.0796, 0.0777, 0.9717], [0.0383, 0.1844, 0.4663], [-0.8618, 0.0786, -0.1669], [-0.1210, 0.4620, -0.4513], [-0.3139, 0.3925, -0.1172], [-0.2525, 0.1312, -1.1292], [-0.2186, 0.2473, -0.1362], [0.1134, -0.0432, -0.9906], [-0.5265, -0.6961, 0.3252], [-0.6530, 0.3808, -1.0364], [-0.2764, -0.1213, 1.1442], [-1.2136, -1.0246, -0.5315], [-0.6252, -0.2338, 1.2254], [-0.4459, 0.0700, 0.0653], [-0.1928, 1.2642, 0.5950], [-0.2266, -0.4835, 0.0401], [0.5328, -0.0437, -0.6743], [0.4116, 0.7282, -0.1603], [0.1085, -0.2147, 0.1462], [0.1562, -0.4102, 0.1910], [-0.0820, 0.0196, 0.0925], [-0.2934, -0.0668, -0.1150], [0.0043, 0.2653, 0.1955], [0.0362, 0.0863, -0.4599], [0.3325, 0.0003, 0.5130], [-0.0096, 0.1303, 0.1777], [-0.1810, 0.1083, 0.1075], [0.1659, -0.1176, 0.2197], [0.5214, 0.4568, 0.0570], [0.2379, 0.4193, -0.0839], [0.2524, -0.0669, 0.3445], [-0.3445, -0.2377, 0.4066], [-0.0581, -0.0523, -0.0805], [-0.4127, 0.1543, 0.3016], [-0.0637, -0.4976, -0.8472], [-0.4023, -0.3279, -0.2728], [0.2684, -0.0730, -0.0469], [-0.0095, -0.1183, 0.0514], [-0.0160, -0.2186, -0.3179], [-0.1450, 0.2261, -0.1645], [0.1039, -0.4014, -0.3514], [0.4720, 0.1412, -0.1213], [-0.1861, 0.6229, 0.4765], [-0.5769, -0.1097, -0.1596], [0.2772, -0.2420, -0.0445], [-0.1171, -0.4068, 0.1812], [0.2918, -0.0264, 0.1841], [-0.0411, 0.0245, -0.0358], [0.0969, -0.0719, -0.0244], [-0.0120, 0.0687, -0.0712], [0.4947, -0.3832, -0.1043], [-0.1265, -0.4662, -0.3440], [-0.2406, -0.2305, 0.2813], [-0.0550, 0.0734, -0.0414], [-0.4779, 0.2207, 0.0681], [0.2136, 0.3024, 0.1276], [0.7864, -0.2896, 0.4262], [-0.2585, -0.1343, -0.3948], [0.5865, -0.0582, -0.5442], [0.0022, 0.0950, 0.0393], [-0.0971, -0.4343, 0.4574], [0.0281, 0.1955, 0.3432], [-0.0632, 0.1590, -0.2525], [0.1066, -0.6482, -0.1747], [-0.2419, 0.0008, 0.0494], [-0.2336, -0.4254, -0.1565], [0.3497, 0.1092, -0.3576], [0.1150, 0.3817, -0.0325], [-0.0674, -0.5421, 0.3117], [0.2808, -0.3891, 0.2054], [-0.0110, -0.0179, -0.1958], [-0.1791, -0.3920, -0.0971], [-0.1662, 0.1576, -0.0694], [-0.5334, -0.5901, -0.2413], [0.3232, 0.0277, -0.1325], [0.3441, 0.5045, -0.1367], [0.4477, 0.0563, -0.4904], [0.7795, -0.0954, -0.1428], [-0.3557, -0.2068, -0.3221], [-0.3591, 0.0854, 0.3232], [0.0592, -0.1665, -0.2111], [0.4249, 0.0017, -0.2334], [0.0564, 0.0072, -0.1630], [-0.0892, -0.0953, 0.1713], [-0.2167, -0.1711, 0.5512], [0.2722, 0.1744, -0.0335], [-0.1010, -0.0099, 0.1382], [0.0264, 0.1870, -0.4432], [0.3004, -0.6694, -0.2242], [-0.2857, -0.2437, -0.1701], [0.6627, 0.0291, -0.0843], [-0.6340, 0.2829, -0.1031], [-0.4396, -0.1252, 0.5145], [0.9630, -0.1634, 0.9490], [0.3333, -0.1312, -0.2613], [-0.3017, -0.1490, -0.3072], [-0.1154, -0.4838, 0.4154], [-0.3002, 0.2477, -0.2443], [-0.6522, 0.1858, 0.1714], [0.3307, 0.1060, 0.1671], [0.5610, 0.9682, -0.1899], [-0.2217, 0.1503, -0.0141], [1.0310, 0.1762, 0.2790], [0.0733, 0.2664, -0.5154], [0.0353, 0.1641, -0.1118], [0.0692, -0.1643, -0.3240], [-0.0836, -0.1849, 0.1600], [0.2891, -0.2431, -0.0718], [-0.2382, 0.1355, 0.3192], [0.0479, 0.2267, -0.0851], [0.0088, -0.1408, -0.0395], [0.3682, -0.1918, 0.1723], [0.4111, 0.1894, 0.1596], [0.1425, 0.4017, 0.2791], [-0.2964, 0.1762, 0.1764], [-0.1029, 0.6579, 0.8734], [-0.3241, 0.2809, -0.4445], [0.3094, -0.0463, -0.0948], [-0.0621, -0.1739, -0.0474], [-0.0360, -0.2602, -0.0659], [0.0198, -0.5117, 0.8104], [0.5460, -0.0194, 0.5632], [-0.1679, 0.4076, -0.4168], [0.0095, 0.0226, -0.1868], [0.0531, 0.0084, 0.2147], [0.2847, 0.2056, -0.2838], [-0.0551, -0.0916, 0.0114], [-0.0780, -0.1381, 0.0286], [-0.0455, 0.0647, 0.0676], [-0.5424, 0.2173, 0.4047], [-0.4725, 0.3910, 0.1103], [0.0603, -0.1059, 0.0473], [-0.1999, -0.4001, 0.2981], [-0.7358, -0.3361, -0.0406], [0.2306, 0.2555, 0.0723], [-0.0252, -0.1972, 0.0973], [0.0875, -0.0286, -0.0390], [0.2832, 0.2288, 0.1749], [0.1313, 0.0901, -0.0629], [-0.3529, 0.3317, -0.2405], [0.0663, 0.1877, -0.2818]], "lowdin_charge": [-0.258, -0.180, -0.189, -0.232, -0.244, -0.170, -0.201, -0.221, -0.193, -0.246, -0.204, -0.194, 0.014, 0.055, 0.045, 0.055, 0.057, 0.043, 0.067, 0.060, -0.028, 0.040, 0.053, -0.049, -0.190, -0.185, -0.386, -0.203, -0.064, -0.070, -0.203, -0.053, -0.423, -0.389, -0.431, -0.122, -0.201, -0.095, -0.095, -0.125, -0.208, -0.108, -0.412, -0.069, -0.389, -0.082, -0.172, -0.104, -0.062, -0.175, -0.068, -0.104, -0.093, -0.215, -0.419, -0.082, -0.051, -0.215, -0.197, -0.196, -0.056, -0.438, -0.223, -0.424, -0.122, -0.027, -0.191, -0.056, -0.420, 0.079, 0.039, 0.078, 0.117, 0.121, 0.081, 0.120, 0.079, 0.075, 0.140, 0.022, 0.113, 0.078, 0.067, 0.089, 0.058, 0.121, 0.075, 0.094, 0.117, 0.085, 0.079, 0.081, 0.091, 0.066, 0.071, 0.105, 0.063, 0.086, 0.058, 0.042, 0.096, 0.096, 0.085, 0.093, 0.126, 0.097, 0.070, 0.044, 0.124, 0.143, 0.079, 0.130, 0.129, 0.089, 0.030, 0.104, 0.118, 0.076, 0.086, 0.119, 0.043, 0.085, 0.059, 0.115, 0.069, 0.086, 0.132, 0.079, 0.083, 0.070, 0.057, 0.131, 0.069, 0.067, 0.129, 0.125, 0.095, 0.082, 0.093, 0.093, 0.073, 0.107, 0.080, 0.065, 0.047, 0.027, 0.018, 0.092, 0.067, 0.098, 0.037, 0.074, 0.117, 0.136, 0.073, 0.078, 0.128, 0.088, 0.045, 0.122, 0.064, 0.084, 0.114, 0.069, 0.077, 0.106, 0.080, 0.085, 0.088, 0.075, 0.078, 0.087, 0.126, 0.092, 0.077, 0.136, 0.085, 0.058, 0.103, 0.075, 0.039, 0.060, 0.079, 0.117, 0.080, 0.089, 0.077, 0.077, 0.075, 0.064, 0.086, 0.130, 0.070, 0.073]}